DFT (ωB97M-V/def2-TZVPD) results for a molecular structure, C44H45AsHgN4O2PS3 in a non-equilibrium geometry.

Atoms and positions in Å:
Hg  0.147  0.084  -0.387
C  5.342  -1.030  -0.431
O  5.094  0.173  -1.134
C  3.725  0.315  -1.188
N  3.044  -0.603  -0.653
C  3.924  -1.590  -0.090
C  3.735  -1.801  1.391
C  4.309  -2.911  1.999
C  4.213  -3.081  3.369
C  3.542  -2.142  4.138
C  2.944  -1.051  3.530
C  3.042  -0.879  2.160
C  3.201  1.470  -1.915
C  3.941  1.994  -2.980
C  3.390  3.042  -3.709
C  2.164  3.541  -3.340
C  1.512  2.978  -2.223
N  2.039  1.963  -1.526
C  0.193  3.405  -1.849
N  -0.562  2.807  -1.015
C  -1.894  3.332  -1.130
C  -1.669  4.652  -1.919
O  -0.381  4.502  -2.490
C  -2.614  3.440  0.187
C  -1.944  3.166  1.371
C  -2.615  3.180  2.580
C  -3.964  3.485  2.621
C  -4.638  3.771  1.445
C  -3.969  3.745  0.233
H  5.921  -1.701  -1.075
H  5.926  -0.807  0.469
H  3.754  -2.548  -0.597
H  4.824  -3.645  1.390
H  4.652  -3.953  3.841
H  3.477  -2.272  5.212
H  2.394  -0.329  4.116
H  2.558  -0.051  1.667
H  4.897  1.570  -3.237
H  3.921  3.448  -4.559
H  1.682  4.330  -3.896
H  -2.462  2.615  -1.756
H  -2.392  4.814  -2.721
H  -1.675  5.524  -1.247
H  -0.900  2.906  1.323
H  -2.077  2.914  3.477
H  -4.494  3.490  3.565
H  -5.697  3.998  1.473
H  -4.514  3.945  -0.682
S  -0.029  0.759  2.999
C  1.195  1.922  2.819
C  1.599  2.704  3.928
C  2.611  3.615  3.790
C  3.228  3.761  2.546
C  2.769  2.960  1.513
N  1.801  2.077  1.629
H  1.089  2.563  4.869
H  2.930  4.218  4.636
H  4.043  4.458  2.395
H  3.206  3.034  0.522
C  1.080  -4.458  1.567
P  0.588  -2.852  0.697
C  -1.026  -2.614  1.509
C  -1.121  -2.689  2.894
C  -2.282  -2.305  3.541
C  -3.352  -1.807  2.820
C  -3.264  -1.731  1.441
C  -2.119  -2.144  0.787
C  0.151  -3.647  -0.899
C  -0.783  -4.669  -1.048
C  -0.949  -5.282  -2.279
C  -0.178  -4.897  -3.366
C  0.731  -3.859  -3.233
C  0.893  -3.245  -2.004
H  0.249  -5.140  1.751
H  1.559  -4.192  2.508
H  1.822  -4.950  0.939
H  -0.264  -3.008  3.472
H  -2.340  -2.350  4.622
H  -4.237  -1.450  3.334
H  -4.082  -1.305  0.875
H  -2.057  -2.068  -0.291
H  -1.391  -4.977  -0.205
H  -1.684  -6.073  -2.396
H  -0.295  -5.403  -4.318
H  1.304  -3.514  -4.083
H  1.591  -2.427  -1.894
C  -5.276  0.852  -1.485
As  -3.600  -0.030  -2.113
C  -3.822  0.422  -4.018
C  -4.368  -1.846  -2.263
S  -0.402  -0.110  -3.598
H  -6.176  0.326  -1.804
H  -5.317  1.873  -1.864
H  -5.269  0.909  -0.397
H  -4.855  0.329  -4.358
H  -3.187  -0.241  -4.603
H  -3.478  1.438  -4.205
H  -5.245  -1.863  -2.912
H  -4.650  -2.226  -1.281
H  -3.615  -2.517  -2.676
S  1.226  -0.537  -4.619

Properties
LUMO (spin up / spin down): 0.1616 / 0.1614 Ha
HOMO level (spin up / spin down): -0.184 / -0.401 eV
Kohn-Sham gap (spin up / spin down): 4.58 / 4.79 eV
2S+1: 2
Energy: -163222.3815 eV
Charge: -2